# 1
C34H49Cl2HfN2O2P3 | ωB97M-V/def2-TZVPD

As for the charge: +2. As for the max |F|: 3.2 eV/A. The value obtained for the HOMO energy is -12.04 eV. The value obtained for the HOMO-LUMO gap is 7.4 eV.

The geometry in XYZ format:
```
93
Properties=species:S:1:pos:R:3:mulliken_charge:R:1
P -0.7794 -1.1768 -2.8622 2.642
C -2.3466 -1.7273 -3.5961 -0.166
C -2.8088 -1.1777 -4.8072 0.007
H -2.3952 -0.2377 -5.1707 0.261
C -3.7820 -1.8483 -5.5466 -0.723
H -4.0797 -1.4498 -6.5170 0.426
C -4.3611 -3.0162 -5.0433 -0.488
H -5.1055 -3.5487 -5.6340 0.409
C -3.9872 -3.5029 -3.7848 -0.716
H -4.4682 -4.3932 -3.3753 0.409
C -2.9911 -2.8537 -3.0518 -0.358
H -2.7005 -3.2249 -2.0671 0.378
C -0.3719 0.3634 -3.7189 0.640
C -1.0828 1.5309 -3.3811 -0.679
H -1.6928 1.5532 -2.4742 0.523
C -1.0256 2.6518 -4.2177 -0.729
H -1.5950 3.5464 -3.9572 0.467
C -0.2515 2.6211 -5.3835 -0.650
H -0.2345 3.4855 -6.0521 0.429
C 0.5011 1.4843 -5.6898 -0.640
H 1.1199 1.4586 -6.5891 0.441
C 0.4638 0.3673 -4.8533 -0.615
H 1.0696 -0.5114 -5.0786 0.360
C 0.4238 -2.4074 -3.4224 -0.290
C 0.1380 -3.2078 -4.5449 -0.366
H -0.8844 -3.2770 -4.9146 0.241
C 1.1605 -3.9069 -5.1850 -0.655
H 0.9299 -4.4783 -6.0825 0.443
C 2.4616 -3.8640 -4.6770 -0.566
H 3.2668 -4.3727 -5.2102 0.402
C 2.7180 -3.1793 -3.4846 -0.734
H 3.7247 -3.1824 -3.0648 0.426
C 1.6961 -2.4837 -2.8290 -0.107
H 1.8770 -2.0240 -1.8558 0.518
Hf -0.9453 0.0319 2.7111 0.552
C 0.4977 1.5161 2.0531 -0.790
C 1.0888 1.7483 0.8623 0.382
H 0.8543 2.1127 2.9176 0.196
C 0.7225 0.9346 -0.3850 1.030
O 1.9641 0.3129 -0.8176 -0.668
H 1.8720 0.0489 -1.7578 0.249
C -0.3371 -0.1097 -0.2297 0.166
H 0.3482 1.6145 -1.1779 -0.312
C -0.8590 -0.9566 -1.1018 -0.667
Cl -1.2412 0.8089 4.9363 -0.453
Cl -2.6758 -1.3400 1.8631 -0.510
P -2.6297 2.1237 2.2738 1.033
C -3.8354 2.4008 3.6192 -1.284
H -3.3195 2.7792 4.5097 0.384
H -4.3175 1.4504 3.8777 0.355
H -4.5983 3.1223 3.2969 0.434
C -1.9647 3.8026 2.0329 -1.170
H -1.2805 3.8067 1.1752 0.175
H -1.4062 4.1101 2.9257 0.303
H -2.7891 4.5070 1.8500 0.507
C -3.7078 1.9321 0.8206 -1.024
H -4.2742 0.9973 0.9073 0.374
H -3.0881 1.8834 -0.0846 0.042
H -4.3890 2.7927 0.7649 0.467
P 2.4354 2.9941 0.8283 1.496
C 2.4066 3.9357 2.3629 -1.310
C 2.0794 4.0759 -0.5483 -1.227
H 2.4751 3.2751 3.2373 0.427
H 1.4937 4.5420 2.4421 0.371
H 3.2770 4.6089 2.3734 0.431
H 1.8069 3.4748 -1.4249 0.281
H 2.9625 4.6890 -0.7699 0.468
H 1.2378 4.7285 -0.2790 0.416
C 4.0128 2.1562 0.7082 -1.271
H 4.2767 1.7048 1.6746 0.378
H 4.7869 2.8825 0.4255 0.486
H 3.9275 1.3653 -0.0470 0.292
H -1.5962 -1.6636 -0.6855 0.029
C 3.0187 -0.6468 3.3778 -1.273
N 2.4280 -1.3627 4.5079 0.223
C 3.1161 -1.2212 5.7949 -1.344
C 1.1354 -1.7117 4.4026 0.559
O 0.4530 -1.2045 3.4064 -0.861
N 0.4887 -2.5323 5.2342 0.093
C 1.1097 -3.4170 6.2121 -1.059
C -0.9371 -2.7668 5.0233 -0.756
H 4.1011 -0.5900 3.5392 0.580
H 2.6073 0.3743 3.2860 0.295
H 2.8185 -1.1874 2.4419 0.389
H 2.3986 -1.0839 6.6115 0.450
H 3.7639 -2.0820 6.0063 0.346
H 3.7561 -0.3342 5.7478 0.429
H 0.5629 -3.3199 7.1581 0.398
H 1.0456 -4.4651 5.8852 0.366
H 2.1533 -3.1643 6.3775 0.318
H -1.4970 -1.8236 5.0923 0.226
H -1.1354 -3.2393 4.0511 0.285
H -1.2660 -3.4320 5.8255 0.350
```

# 2
C3H7N3 | ωB97M-V/def2-TZVPD

As for the charge: 0. As for the max |F|: 9.2 eV/A. The value obtained for the HOMO energy is -8.34 eV. The value obtained for the HOMO-LUMO gap is 9.2 eV. The energy above the lowest of the compared OMol25 structures with the same formula, charge and spin is 82.9 kcal/mol.

The geometry in XYZ format:
```
13
Properties=species:S:1:pos:R:3:nbo_charge:R:1
C -0.1758 0.9402 -1.7913 -0.703
C -0.4749 0.7285 -0.3467 0.436
N 0.9357 -0.9345 1.4538 -0.923
C -0.1315 -1.2799 0.7317 0.329
N -1.0173 -0.9703 -0.0514 -0.390
N -0.5054 1.6338 0.5264 -0.644
H -0.7809 1.2773 1.4439 0.351
H 1.0129 -0.7139 2.4453 0.417
H 1.8846 -1.0015 1.1050 0.407
H -0.4297 -2.6385 0.9434 0.011
H -0.9150 0.4018 -2.3887 0.241
H 0.8167 0.5524 -2.0310 0.231
H -0.2194 2.0047 -2.0405 0.238
```

# 3
C29H34BN3O7 | ωB97M-V/def2-TZVPD

Its SMILES is CN1C(=O)[C@@H](Cc2ccccc2)N(/C=C/Cc2ccc(C#N)cc2)C1(C)C.CC(=O)OB(OC(C)=O)OC(C)=O. As for the charge: 0. As for the max |F|: 2.7 eV/A. The value obtained for the HOMO energy is -7.30 eV. The value obtained for the HOMO-LUMO gap is 7.5 eV.

The geometry in XYZ format:
```
74
Properties=species:S:1:pos:R:3:mulliken_charge:R:1
C 6.9404 -4.3150 4.2579 -0.992
N 5.6904 -4.6335 4.9118 0.240
C 5.2586 -4.0258 6.0593 0.235
O 5.8804 -3.1721 6.6849 -0.732
C 3.8909 -4.6342 6.4125 -0.100
C 2.7821 -3.5665 6.4917 -0.363
C 3.0179 -2.5884 7.6296 0.532
C 3.1635 -1.2158 7.3871 -0.309
C 3.5574 -0.3596 8.4233 -0.560
C 3.7546 -0.8659 9.7141 -0.420
C 3.5217 -2.2214 9.9735 -0.678
C 3.1317 -3.0771 8.9348 -0.246
N 3.7305 -5.6481 5.3624 0.498
C 2.6753 -6.5010 5.2917 0.161
C 2.3756 -7.2406 4.1800 -0.944
C 0.9824 -7.5710 3.7833 0.048
C 0.7866 -8.7831 2.8734 0.563
C -0.2862 -9.6645 3.0665 -0.265
C -0.6877 -10.5200 2.0429 -0.858
C 0.0004 -10.5376 0.8254 0.558
C -0.4598 -11.3514 -0.2703 0.027
N -0.8431 -12.0159 -1.1573 -0.546
C 1.1364 -9.7402 0.6773 -0.879
C 1.5563 -8.9011 1.7106 -0.467
C 4.7794 -5.6018 4.3347 0.351
C 4.2218 -5.0698 3.0048 -1.510
C 5.5304 -6.9304 4.1697 -1.780
H 7.4957 -3.6197 4.8893 0.380
H 7.5175 -5.2365 4.1066 0.285
H 6.7653 -3.8729 3.2662 0.298
H 3.9669 -5.1367 7.3960 0.333
H 2.7597 -3.0217 5.5343 0.293
H 1.8100 -4.0766 6.6101 0.126
H 3.0036 -0.8334 6.3765 0.319
H 3.7183 0.6991 8.2157 0.367
H 4.0822 -0.2034 10.5193 0.359
H 3.6507 -2.6246 10.9783 0.366
H 2.9440 -4.1371 9.1221 0.349
H 2.0078 -6.5041 6.1664 0.678
H 3.1446 -7.5119 3.4600 0.186
H 0.3223 -7.6239 4.6558 -0.305
H -0.8546 -9.6458 3.9952 0.543
H -1.5757 -11.1374 2.1599 0.509
H 1.6675 -9.7393 -0.2732 0.418
H 2.4562 -8.2978 1.5879 0.317
H 4.0261 -3.9955 3.1287 0.406
H 4.9637 -5.2332 2.2139 0.443
H 3.2849 -5.5609 2.7292 0.256
H 6.1642 -7.0911 5.0531 0.390
H 4.8537 -7.7771 4.0757 0.437
H 6.1692 -6.8758 3.2797 0.454
C -5.2495 -8.6137 3.5617 -1.101
C -4.0150 -8.7890 4.3882 0.804
O -3.8021 -7.7099 5.2070 -0.585
B -3.0578 -7.8211 6.3637 1.030
H 0.6742 -6.7426 3.1830 0.296
O -2.6798 -6.6428 6.8784 -0.451
C -1.5639 -5.9209 7.2269 0.744
C -1.9539 -4.9397 8.2768 -1.209
O -0.4773 -6.0693 6.7013 -0.411
O -2.9838 -9.0512 6.9931 -0.314
C -1.8395 -9.4965 7.6366 0.830
C -2.1792 -10.6114 8.5750 -1.140
O -0.7349 -9.0299 7.4102 -0.520
O -3.2619 -9.7473 4.3393 -0.543
H -5.7526 -7.6725 3.7892 0.310
H -4.9589 -8.6434 2.5038 0.298
H -5.9159 -9.4631 3.7579 0.313
H -2.1583 -5.4717 9.2161 0.298
H -1.1421 -4.2248 8.4349 0.291
H -2.8688 -4.4221 7.9664 0.328
H -3.0187 -11.1949 8.1855 0.331
H -1.2986 -11.2456 8.7087 0.342
H -2.4543 -10.2173 9.5640 0.290
```

# 4
C26H25FeN2O3S5 | ωB97M-V/def2-TZVPD

As for the charge: -1. As for the max |F|: 1.6 eV/A. The value obtained for the HOMO energy (spin up / spin down) is -4.25 / -4.28 eV. The value obtained for the HOMO-LUMO gap (spin up / spin down) is 6.6 / 6.7 eV. The energy above the lowest of the compared OMol25 structures with the same formula, charge and spin is 29.2 kcal/mol.

The geometry in XYZ format:
```
62
Properties=species:S:1:pos:R:3:nbo_charge:R:1
Fe -0.3909 1.0817 -0.0531 0.669
S -1.9798 -0.7518 -0.0180 -0.282
C -1.6080 -1.4603 1.5308 -0.155
C -1.9453 -2.7893 1.8408 -0.182
C -1.6028 -3.3538 3.0592 -0.201
C -0.9025 -2.6262 4.0172 -0.274
C -0.5727 -1.3078 3.7480 -0.186
C -0.9411 -0.7320 2.5346 -0.271
S -0.5315 0.9738 2.2371 0.416
C -2.1775 1.7508 2.4358 -0.570
C -2.8158 2.2864 1.1661 0.252
C -4.0654 2.8874 1.2211 -0.253
C -4.6424 3.3381 0.0481 -0.154
C -3.9429 3.2132 -1.1420 -0.252
C -2.6764 2.6509 -1.1160 0.259
C -1.8149 2.6167 -2.3545 -0.576
S -0.5609 1.2835 -2.3366 0.400
C 0.9056 2.2171 -2.7248 -0.260
C 1.6245 1.8765 -3.8652 -0.180
C 2.7769 2.5687 -4.1969 -0.261
C 3.1825 3.6211 -3.3809 -0.214
C 2.4691 3.9537 -2.2385 -0.197
C 1.3174 3.2439 -1.8491 -0.151
S 0.4763 3.5985 -0.3585 -0.359
N -2.1552 2.1815 0.0186 -0.434
H -2.4478 -3.3809 1.0853 0.216
H -1.8569 -4.3907 3.2509 0.207
H -0.6092 -3.0824 4.9540 0.206
H -0.0245 -0.7136 4.4710 0.217
H -2.0614 2.5680 3.1490 0.237
H -2.8297 1.0054 2.8895 0.256
H -4.5815 2.9752 2.1698 0.215
H -5.6275 3.7879 0.0597 0.212
H -4.3602 3.5605 -2.0787 0.216
H -1.2548 3.5536 -2.3807 0.282
H -2.4206 2.5237 -3.2549 0.226
H 1.2742 1.0581 -4.4857 0.214
H 3.3495 2.2917 -5.0728 0.205
H 4.0784 4.1811 -3.6288 0.201
H 2.8089 4.7571 -1.5958 0.209
C 4.0208 1.6733 0.4013 -0.889
S 3.0038 0.2416 0.1852 2.421
O 3.4467 -0.3998 -1.0382 -1.010
O 3.1304 -0.5655 1.3866 -1.011
O 1.6476 0.8216 0.0643 -1.089
H 5.0451 1.3346 0.5566 0.225
H 3.6525 2.2269 1.2651 0.235
H 3.9393 2.2778 -0.5012 0.240
N 0.9719 -2.0799 -0.5217 -0.801
C 0.8683 -3.4326 -0.2241 0.187
C 0.9035 -3.8640 1.1087 -0.213
C 0.7417 -5.2022 1.4223 -0.215
C 0.5365 -6.1512 0.4247 -0.290
C 0.5000 -5.7274 -0.8986 -0.204
C 0.6626 -4.3878 -1.2217 -0.267
H 1.3698 -1.8714 -1.4260 0.388
H 1.4866 -1.5628 0.1825 0.387
H 1.0573 -3.1283 1.8929 0.215
H 0.7722 -5.5070 2.4630 0.199
H 0.4118 -7.1977 0.6734 0.196
H 0.3431 -6.4491 -1.6928 0.196
H 0.6256 -4.0664 -2.2576 0.201
```